Computed, not measured: an isolated molecule of CHCl2NO, with wB97M-V/def2-TZVPD.

F_max ... 0.075 Eh/bohr
Multiplicity ... 1
Relative energy (zero: lowest compared OMol25 entry of this formula, charge and spin) ... 0.645 eV
M ... 113.93 g/mol
E ... -29632.6743 eV
Net charge ... 0
Structure (SMILES) ... ClC1(Cl)NO1
Frontier orbital gap ... 11.15 eV

Cartesian coordinates (Å):
Cl1 -1.86193 1.71471 -0.05208
C1 -1.69166 -0.05541 -0.17830
Cl2 -3.07747 -1.03774 0.25655
N1 -0.39830 -0.61124 -0.06964
O1 -0.93484 -0.38350 -1.32483
H1 0.17403 0.27468 0.02747


Computed, not measured: an isolated molecule of CHCl2NO, with wB97M-V/def2-TZVPD.

F_max ... 0.172 Eh/bohr
Multiplicity ... 3
Relative energy (zero: lowest compared OMol25 entry of this formula, charge and spin) ... 5.159 eV
M ... 113.93 g/mol
E ... -29626.8336 eV
Net charge ... 0
Frontier orbital gap (alpha / beta) ... 6.64 / 7.54 eV

Cartesian coordinates (Å):
C1 0.48552 0.10279 0.09397
N1 -0.75322 -0.57025 -0.14120
O1 -0.21641 -0.47450 1.12930
Cl1 1.82853 -0.80627 -0.43067
Cl2 -2.00904 0.51949 -0.41690
H1 0.66462 1.22874 -0.23450


Computed, not measured: a cluster of 2 separate species, CHCl2NOS in total, with wB97M-V/def2-TZVPD.

F_max ... 0.063 Eh/bohr
Multiplicity ... 1
Relative energy (zero: lowest compared OMol25 entry of this formula, charge and spin) ... 0.606 eV
M ... 146.00 g/mol
E ... -40470.1717 eV
Net charge ... 0
Structure (SMILES) ... ClSCl.N=C=O
Frontier orbital gap ... 8.55 eV

Cartesian coordinates (Å):
Cl1 2.55911 -0.09123 0.05881
S1 1.86218 -1.12890 1.72338
Cl2 0.38023 -2.36979 1.25710
N1 -1.82437 0.88602 -0.52268
C1 -0.77005 0.77761 -1.01459
O1 0.19981 0.61674 -1.58808
H1 -2.40691 1.30955 0.08606


Computed, not measured: a structure of composition CHCl2O3S, with wB97M-V/def2-TZVPD.

F_max ... 0.091 Eh/bohr
Multiplicity ... 1
Relative energy (zero: lowest compared OMol25 entry of this formula, charge and spin) ... 1.931 eV
M ... 163.99 g/mol
E ... -43075.5618 eV
Net charge ... -1
Frontier orbital gap ... 7.06 eV

Cartesian coordinates (Å):
C1 -1.17392 -0.00083 -0.03509
O1 1.20499 1.32904 -0.35843
O2 2.41126 -0.80112 -0.55154
O3 0.33850 -0.61706 0.94775
S1 1.76074 0.14641 0.37513
Cl1 -1.61847 -1.29848 -1.03488
Cl2 -2.31448 0.42612 1.15106
H1 -0.60862 0.81593 -0.49400


Computed, not measured: an isolated molecule of CHCl2OPS, with wB97M-V/def2-TZVPD.

F_max ... 0.075 Eh/bohr
Multiplicity ... 1
Relative energy (zero: lowest compared OMol25 entry of this formula, charge and spin) ... 0.568 eV
M ... 162.97 g/mol
E ... -48270.2963 eV
Net charge ... 0
Structure (SMILES) ... O=P(Cl)(Cl)C=S
Frontier orbital gap ... 7.99 eV

Cartesian coordinates (Å):
O1 -0.22314 1.37573 -1.34436
P1 -0.36930 0.61780 -0.12934
Cl1 -2.11086 -0.18890 0.01738
Cl2 -0.14800 1.65349 1.49704
C1 0.71391 -0.75633 -0.08022
S1 1.43805 -1.34603 1.23832
H1 0.69934 -1.35576 -1.19883


Computed, not measured: an isolated molecule of CHCl3, with wB97M-V/def2-TZVPD.

F_max ... 0.039 Eh/bohr
Multiplicity ... 1
Relative energy (zero: lowest compared OMol25 entry of this formula, charge and spin) ... 0.287 eV
M ... 119.38 g/mol
E ... -38620.0676 eV
Net charge ... 0
Structure (SMILES) ... ClC(Cl)Cl
Frontier orbital gap ... 11.58 eV

Cartesian coordinates (Å):
Cl1 24.48297 2.29638 16.94292
C1 24.62292 0.83584 17.95712
Cl2 23.47659 -0.46525 17.37846
Cl3 24.40216 1.26130 19.74600
H1 25.65873 0.60430 17.70895


Computed, not measured: a cluster of 2 separate species, CHCl3S in total, with wB97M-V/def2-TZVPD.

F_max ... 0.084 Eh/bohr
Multiplicity ... 1
Relative energy (zero: lowest compared OMol25 entry of this formula, charge and spin) ... 2.573 eV
M ... 151.45 g/mol
E ... -49452.5749 eV
Net charge ... 0
Frontier orbital gap (alpha / beta) ... 6.58 / 6.51 eV

Cartesian coordinates (Å):
C1 0.78318 -0.58873 0.12542
S1 0.66792 -0.48784 1.97494
Cl1 1.47107 -2.15481 -0.22716
Cl2 1.71802 0.65082 -0.68677
Cl3 -1.69517 1.19007 2.41272
H1 -0.11008 -0.42045 -0.27163


Computed, not measured: a cluster of 2 separate species, CHCl3S in total, with wB97M-V/def2-TZVPD.

F_max ... 0.090 Eh/bohr
Multiplicity ... 1
Relative energy (zero: lowest compared OMol25 entry of this formula, charge and spin) ... 0.315 eV
M ... 151.45 g/mol
E ... -49454.8335 eV
Net charge ... 0
Structure (SMILES) ... S=C(Cl)Cl.Cl
Frontier orbital gap ... 8.51 eV

Cartesian coordinates (Å):
S1 4.28262 1.08499 -1.43380
C1 4.21093 -0.01649 -0.23525
Cl1 4.12445 0.47492 1.34728
Cl2 4.26181 -1.71827 -0.57183
Cl3 0.05641 -0.88258 -0.08345
H1 -0.48889 -0.63606 0.92496


Computed, not measured: a cluster of 2 separate species, CHCl4P in total, with wB97M-V/def2-TZVPD.

F_max ... 0.032 Eh/bohr
Multiplicity ... 3
Relative energy (zero: lowest compared OMol25 entry of this formula, charge and spin) ... 1.009 eV
M ... 185.81 g/mol
E ... -60427.3091 eV
Net charge ... 0
Frontier orbital gap (alpha / beta) ... 7.35 / 7.98 eV

Cartesian coordinates (Å):
C1 2.53690 -0.16005 -0.03318
P1 1.15302 0.68590 -1.03281
Cl1 3.07524 0.63581 1.44506
Cl2 2.09947 -1.83540 0.30285
Cl3 3.86376 -0.12095 -1.24172
Cl4 1.28967 2.51148 -0.32548
H1 -0.53863 -0.02922 0.00839


Computed, not measured: a cluster of 2 separate species, CHCl5Si in total, with wB97M-V/def2-TZVPD.

F_max ... 0.058 Eh/bohr
Multiplicity ... 1
Relative energy (zero: lowest compared OMol25 entry of this formula, charge and spin) ... 6.154 eV
M ... 218.37 g/mol
E ... -71541.0448 eV
Net charge ... 0
Frontier orbital gap (alpha / beta) ... 6.29 / 6.19 eV

Cartesian coordinates (Å):
C1 0.66940 1.89012 -1.04217
Si1 0.63034 0.51599 0.31974
Cl1 -1.01611 1.99568 -1.72772
Cl2 1.89340 1.23701 -2.39564
Cl3 1.33937 3.29840 -0.43206
Cl4 2.48766 -0.01670 0.67738
Cl5 -1.02706 2.48735 2.81593
H1 -0.66292 -0.05364 0.23669


Computed, not measured: a cluster of 2 separate species, CHClF2O2 in total, with wB97M-V/def2-TZVPD.

F_max ... 0.080 Eh/bohr
Multiplicity ... 1
Relative energy (zero: lowest compared OMol25 entry of this formula, charge and spin) ... 3.111 eV
M ... 118.47 g/mol
E ... -23099.7329 eV
Net charge ... 0
Frontier orbital gap (alpha / beta) ... 10.13 / 8.30 eV

Cartesian coordinates (Å):
C1 1.04594 -0.05102 -0.12031
O1 -1.87745 -0.15795 0.47076
O2 -0.89509 0.66109 0.76930
F1 1.89467 0.48948 0.63173
F2 0.92128 0.57617 -1.24325
Cl1 0.91566 -1.72119 -0.07949
H1 -2.00502 0.20342 -0.42874


Computed, not measured: an isolated molecule of CHClF2OS2, with wB97M-V/def2-TZVPD.

F_max ... 0.097 Eh/bohr
Multiplicity ... 1
Relative energy (zero: lowest compared OMol25 entry of this formula, charge and spin) ... 1.369 eV
M ... 166.60 g/mol
E ... -42726.4007 eV
Net charge ... 0
Structure (SMILES) ... O=[S@@](=S)(Cl)C(F)F
Frontier orbital gap ... 9.38 eV

Cartesian coordinates (Å):
O1 -1.36554 -0.05433 -1.22618
S1 -0.89737 0.04287 0.12004
S2 -1.41671 1.55232 1.15298
Cl1 -1.29706 -1.58725 1.28053
C1 0.95628 -0.01414 -0.18405
F1 1.05292 -0.95650 -1.03861
F2 1.22621 1.11268 -0.67685
H1 1.74125 -0.09565 0.57214


Computed, not measured: a cluster of 2 separate species, CHClF3N in total, with wB97M-V/def2-TZVPD.

F_max ... 0.082 Eh/bohr
Multiplicity ... 1
Relative energy (zero: lowest compared OMol25 entry of this formula, charge and spin) ... 3.322 eV
M ... 119.47 g/mol
E ... -23212.6872 eV
Net charge ... 0
Frontier orbital gap (alpha / beta) ... 8.31 / 10.29 eV

Cartesian coordinates (Å):
C1 -0.79866 0.54769 -0.23976
N1 1.06696 -0.61786 0.70514
F1 -0.55653 1.18341 -1.32072
F2 -1.15178 1.46328 0.68770
F3 1.23718 -1.48597 -0.34055
Cl1 -1.70902 -0.91744 -0.43875
H1 1.91185 -0.17310 0.94694


Computed, not measured: a cluster of 2 separate species, CHClF3N in total, with wB97M-V/def2-TZVPD.

F_max ... 0.078 Eh/bohr
Multiplicity ... 1
Relative energy (zero: lowest compared OMol25 entry of this formula, charge and spin) ... 5.342 eV
M ... 119.47 g/mol
E ... -23210.6675 eV
Net charge ... 0
Frontier orbital gap (alpha / beta) ... 9.28 / 9.15 eV

Cartesian coordinates (Å):
C1 -0.06384 0.31685 -0.41729
N1 -0.06547 -0.32386 0.83388
F1 0.09421 -0.42677 -1.51508
F2 -1.25299 -1.07371 1.01338
F3 0.90833 -1.29263 0.87137
Cl1 -1.27704 1.52873 -0.54959
H1 1.65680 1.27140 -0.23666


Computed, not measured: an isolated molecule of CHClFNS, with wB97M-V/def2-TZVPD.

F_max ... 0.069 Eh/bohr
Multiplicity ... 1
Relative energy (zero: lowest compared OMol25 entry of this formula, charge and spin) ... 5.024 eV
M ... 113.54 g/mol
E ... -28611.8465 eV
Net charge ... 0
Frontier orbital gap (alpha / beta) ... 7.25 / 7.82 eV

Cartesian coordinates (Å):
C1 0.50223 -1.20876 -0.42885
N1 -0.35827 1.31965 1.27206
F1 0.82905 -2.46319 -0.38397
S1 0.46053 -0.28573 -1.77727
Cl1 -0.13836 1.57182 -0.35726
H1 -1.29518 1.06620 1.67529


Computed, not measured: a cluster of 2 separate species, CHClN2O in total, with wB97M-V/def2-TZVPD.

F_max ... 0.086 Eh/bohr
Multiplicity ... 3
Relative energy (zero: lowest compared OMol25 entry of this formula, charge and spin) ... 0.240 eV
M ... 92.48 g/mol
E ... -18599.6065 eV
Net charge ... 0
Frontier orbital gap (alpha / beta) ... 11.22 / 9.26 eV

Cartesian coordinates (Å):
C1 1.06804 -1.44192 -0.05131
N1 0.16894 -0.64718 -0.17358
N2 -0.94665 1.60324 0.42574
O1 2.00892 -2.09692 -0.07964
Cl1 -1.92924 2.59461 -0.41202
H1 -0.37000 -0.01183 0.29080


Computed, not measured: a cluster of 2 separate species, CHClN2O3 in total, with wB97M-V/def2-TZVPD.

F_max ... 0.058 Eh/bohr
Multiplicity ... 1
Relative energy (zero: lowest compared OMol25 entry of this formula, charge and spin) ... 1.214 eV
M ... 124.48 g/mol
E ... -22691.2055 eV
Net charge ... 0
Structure (SMILES) ... O=[N+]([O-])C#[N+][O-].Cl
Frontier orbital gap ... 9.80 eV

Cartesian coordinates (Å):
O1 -3.89813 -0.01100 1.29409
N1 -3.79017 0.30384 0.15777
O2 -4.19888 1.31448 -0.34413
C1 -3.04617 -0.57275 -0.58206
N2 -2.50222 -1.60539 -0.52254
O3 -1.85516 -2.58016 -0.78207
Cl1 1.44284 -1.03921 0.35752
H1 1.61863 0.11881 0.87242


Computed, not measured: an isolated molecule of CHClN4, with wB97M-V/def2-TZVPD.

F_max ... 0.067 Eh/bohr
Multiplicity ... 1
Relative energy (zero: lowest compared OMol25 entry of this formula, charge and spin) ... 0.000 eV
M ... 104.50 g/mol
E ... -19532.9471 eV
Net charge ... 0
Structure (SMILES) ... Cln1ncnn1
Frontier orbital gap ... 9.85 eV

Cartesian coordinates (Å):
Cl1 2.67640 -0.64031 -0.00745
N1 0.88735 -0.11869 -0.00854
N2 -0.10276 -0.96014 0.00291
C1 -1.13302 -0.12862 0.00505
N3 -0.72872 1.15089 0.00158
N4 0.55697 1.13338 -0.00675
H1 -2.15623 -0.43652 0.01320


Computed, not measured: a structure of composition CHClN4OP, with wB97M-V/def2-TZVPD.

F_max ... 0.058 Eh/bohr
Multiplicity ... 3
Relative energy (zero: lowest compared OMol25 entry of this formula, charge and spin) ... 0.418 eV
M ... 151.47 g/mol
E ... -30869.1831 eV
Net charge ... -1
Frontier orbital gap (alpha / beta) ... 6.55 / 5.48 eV

Cartesian coordinates (Å):
C1 -1.99873 -0.00387 0.31063
N1 -2.94671 -1.82512 0.33593
N2 -2.57679 -0.83372 1.12008
N3 -1.98752 -0.46533 -1.03493
N4 -2.59834 -1.61112 -0.91274
O1 0.85138 1.00617 0.33647
P1 -1.26726 1.48611 1.04912
Cl1 -1.26160 2.62631 -0.55882
H1 1.24004 0.11886 0.51421


Computed, not measured: a cluster of 2 separate species, CHClO2S in total, with wB97M-V/def2-TZVPD.

F_max ... 0.063 Eh/bohr
Multiplicity ... 1
Relative energy (zero: lowest compared OMol25 entry of this formula, charge and spin) ... 1.606 eV
M ... 112.54 g/mol
E ... -28503.2300 eV
Net charge ... 0
Structure (SMILES) ... O=CCl.O=S
Frontier orbital gap (alpha / beta) ... 7.79 / 7.79 eV

Cartesian coordinates (Å):
O1 -0.46072 0.20250 -0.93165
C1 -1.62123 0.34198 -0.59381
Cl1 -2.06222 0.68597 1.02763
H1 -2.63074 -0.02199 -1.02820
O2 3.24838 -0.03107 1.20662
S1 3.52655 -1.17739 0.31941